Computed, not measured: C3H4N2O2 in the gas phase in a non-equilibrium geometry, with the ωB97M-V functional and the def2-TZVPD basis.

```
11
Properties=species:S:1:pos:R:3:forces:R:3:lowdin_charge:R:1
H -1.8106 1.7690 -0.2336 0.5 -4.7 0.4 0.2079
O -1.0418 -1.9860 0.0873 -0.5 0.0 -0.5 0.1050
H -2.2153 -0.1790 0.0780 0.1 2.3 -0.8 0.1424
H 0.9587 1.9663 0.0593 0.3 -2.8 0.6 0.1662
N -1.5767 0.6261 -0.2393 -4.2 3.4 0.6 0.1063
H 2.5288 -0.5238 0.4148 -0.5 1.7 -0.3 0.1574
O 1.0691 -1.4616 -0.2010 1.7 2.3 -0.7 0.0903
C -0.1948 -1.1244 -0.0474 -0.3 -5.9 0.9 -0.5612
C 0.8580 0.7933 0.2122 -2.8 3.4 -0.6 -0.0812
N 1.8004 -0.0842 -0.2101 2.4 -4.5 0.4 0.0620
C -0.3758 0.2043 0.0797 3.3 4.9 0.1 -0.3949
```
Positions in Å, forces in eV/Å.

The HOMO energy is -8.239 eV. As for the largest force on an atom: 0.1158 hartree/bohr. The energy above the lowest of the compared OMol25 structures with the same formula, charge and spin comes out at 115.1 kcal/mol. The orbital gap comes out at 8.928 eV.

Computed, not measured: 3 unconnected molecules or ions with the total composition C2H11NO3 in a non-equilibrium geometry, with the ωB97M-V functional and the def2-TZVPD basis.

```
17
Properties=species:S:1:pos:R:3:forces:R:3:lowdin_spin:R:1
H -2.5373 -1.8976 0.6088 0.5 3.1 -0.3 0.0026
H -2.3646 -0.8510 -1.6745 0.4 0.0 -0.4 0.0014
H -2.1168 -0.0648 1.2464 -0.5 -0.2 0.6 0.0083
H 2.9823 0.9009 2.7432 0.0 0.4 -1.7 0.1515
N -0.9149 0.8693 -1.2947 -2.6 -1.4 -0.3 0.0246
C -2.0683 -0.1061 -0.9424 0.2 1.7 2.4 0.0137
H -1.0095 1.0092 -2.3135 1.0 -0.1 1.0 0.0058
H 2.6580 1.8656 1.5418 -1.0 2.2 -0.1 0.1240
H 2.5033 0.0080 0.3720 0.2 0.0 -0.1 0.0321
H -0.0080 -1.6096 0.0389 -1.9 1.0 1.0 0.0100
H 2.8040 0.0970 -1.1000 2.0 3.1 -3.1 0.0320
H -2.8722 0.6601 -0.7978 -0.1 -1.2 -0.3 0.0010
C -1.9014 -0.8337 0.5253 -1.1 -1.7 -3.4 0.0346
O -0.6214 -1.2256 0.7448 3.6 -0.9 0.2 0.0664
O 2.4477 -0.4516 -0.4980 -2.4 -3.2 3.2 0.1056
H -0.0250 0.5946 -0.9218 0.6 -0.4 -0.4 0.0212
O 3.0442 1.0355 1.7215 0.9 -2.5 1.9 0.3651
```
Positions in Å, forces in eV/Å.

The HOMO energy (spin up / spin down) is 0.849 / -6.273 eV. As for the largest force on an atom: 0.0989 hartree/bohr. Its multiplicity is 2. The energy above the lowest of the compared OMol25 structures with the same formula, charge and spin comes out at 33.0 kcal/mol. The orbital gap (spin up / spin down) comes out at 2.658 / 9.717 eV. Its total charge is -1. As for the expectation value of S²: 0.750.

Computed, not measured: a gas-phase ion, C3H4O6S2 (charge -2) in a non-equilibrium geometry, with the ωB97M-V functional and the def2-TZVPD basis.

```
15
Properties=species:S:1:pos:R:3:forces:R:3:lowdin_charge:R:1
C -1.0946 0.2506 0.3402 -2.1 -1.1 2.4 -0.3212
H -1.1221 0.5613 1.3623 -0.1 0.5 0.7 0.0996
C 0.1745 0.1582 -0.2321 2.5 -2.7 -1.7 -0.3673
S 1.0777 -1.7343 0.1092 -0.7 0.8 -1.4 0.4405
S 1.0895 1.6434 0.1546 0.3 1.0 0.3 0.3705
O 0.0151 -2.5157 0.7253 -0.1 0.1 0.5 -0.4103
O 1.3394 -2.1810 -1.2716 -0.2 0.5 0.4 -0.4284
O 2.2895 -1.5863 0.8802 0.1 0.3 0.5 -0.3830
H -3.2214 0.0347 0.1494 1.0 -0.8 -0.1 0.0451
C -2.1971 -0.2419 -0.2084 -1.0 1.7 -1.9 -0.0280
O 0.1930 2.6338 -0.4403 -0.7 0.6 0.2 -0.4059
O 2.3409 1.6364 -0.5724 0.7 -0.6 0.2 -0.3823
H -2.0599 -0.3541 -1.3134 -0.7 -0.6 0.8 0.0635
H -0.0183 -0.0677 -1.3140 1.1 0.8 0.6 0.1037
O 1.1938 1.7626 1.6310 -0.2 -0.5 -1.5 -0.3964
```
Positions in Å, forces in eV/Å.

The HOMO energy is -1.529 eV. As for the largest force on an atom: 0.0799 hartree/bohr. The energy above the lowest of the compared OMol25 structures with the same formula, charge and spin comes out at 8.6 kcal/mol. The orbital gap comes out at 7.812 eV. Its total charge is -2.

Computed, not measured: 2 unconnected molecules or ions with the total composition C6H6BrCl2N in a non-equilibrium geometry, with the ωB97M-V functional and the def2-TZVPD basis.

```
16
Properties=species:S:1:pos:R:3:forces:R:3:lowdin_charge:R:1
H -0.6394 0.4761 2.8831 0.1 -0.7 -0.5 0.0611
Br -0.7247 2.3615 1.3685 0.0 0.7 -0.1 0.7622
H -1.4503 0.4292 -0.9799 1.1 1.2 -1.1 0.0235
C 0.5181 -0.1149 1.1176 1.7 -1.5 -1.7 -0.3622
Cl -2.9391 -1.7086 1.4514 -0.2 0.8 0.0 0.6137
N 0.9247 0.3578 0.0157 1.5 0.6 -2.2 -0.0141
C 1.8370 -0.2897 -0.8184 -0.7 0.9 0.0 -0.7331
C -2.2290 -0.4212 0.5637 0.9 -1.6 2.0 -0.6215
H 0.8790 -1.0888 1.3288 -0.1 -1.1 1.2 0.0788
C -0.3796 0.5993 1.8324 -3.5 1.0 1.7 -0.5698
C 2.3637 0.3888 -1.8540 0.4 -2.7 1.0 0.0181
H 2.0638 1.3836 -2.0011 -0.1 1.1 -0.3 0.0514
H -3.2682 -0.0724 -1.2439 1.1 -0.6 0.1 0.0973
C -2.2964 -0.1192 -0.6952 -1.9 0.7 0.2 -0.0809
H 3.0882 -0.1814 -2.4282 -0.1 0.6 -0.3 0.0562
Cl 2.2522 -1.9999 -0.5406 -0.1 0.5 0.0 0.6192
```
Positions in Å, forces in eV/Å.

The HOMO energy (spin up / spin down) is -8.459 / -8.352 eV. As for the largest force on an atom: 0.0777 hartree/bohr. The energy above the lowest of the compared OMol25 structures with the same formula, charge and spin comes out at 68.7 kcal/mol. The orbital gap (spin up / spin down) comes out at 7.118 / 7.549 eV.

Computed, not measured: C5H9BN2 in the gas phase in a non-equilibrium geometry, with the ωB97M-V functional and the def2-TZVPD basis.

```
17
Properties=species:S:1:pos:R:3:forces:R:3:lowdin_charge:R:1
C -2.5048 -0.6958 0.1082 -1.5 -2.6 -0.6 -0.2040
N -1.2622 -1.0816 -0.0587 -2.0 -1.4 0.8 0.0798
H 2.6436 -1.6688 0.4939 -1.4 0.1 -0.8 0.0905
H 2.8375 1.0854 0.5726 1.0 -0.5 -0.3 0.0302
H -3.3663 1.2396 -0.2465 -0.9 -0.3 0.5 0.1459
H 1.5373 -2.2189 -0.8858 0.6 1.0 0.1 0.0925
H 1.5065 2.0142 0.5974 -0.9 0.2 -0.7 0.0413
C -1.3562 1.1323 -0.0768 0.0 -2.0 0.0 -0.0555
N -2.6281 0.6418 0.0645 0.8 0.8 -0.1 0.0504
C 1.9324 1.2082 0.0049 0.2 -0.6 -1.7 -0.0492
H 2.1838 1.5169 -1.1040 -0.3 -0.2 2.2 0.1075
H 0.9295 -2.2038 0.5257 -1.3 -0.6 1.7 0.0235
C 1.5980 -1.5741 0.0348 2.8 -1.0 -1.2 -0.0467
B 1.0827 -0.1540 -0.1336 -1.8 2.3 1.0 -0.3044
H -1.2417 2.1487 0.0003 0.7 2.1 -0.2 0.0903
H -3.3634 -1.4211 0.2436 1.1 1.3 -0.3 0.1369
C -0.5285 0.0308 -0.1405 2.9 1.4 -0.4 -0.2288
```
Positions in Å, forces in eV/Å.

The HOMO energy is -8.783 eV. As for the largest force on an atom: 0.0626 hartree/bohr. The energy above the lowest of the compared OMol25 structures with the same formula, charge and spin comes out at 3.8 kcal/mol. The orbital gap comes out at 9.495 eV.

Computed, not measured: a gas-phase ion, C15H24N3O3S (charge +1) in a non-equilibrium geometry, with the ωB97M-V functional and the def2-TZVPD basis.

```
46
Properties=species:S:1:pos:R:3:forces:R:3:lowdin_charge:R:1
H -5.7628 -2.9094 -0.4281 -0.1 0.0 -0.1 0.0772
N 5.6706 0.4455 0.5969 -1.9 -0.2 -0.9 0.0284
H -3.8917 1.9836 0.2963 0.0 0.1 0.0 0.1169
H -2.9043 -2.7382 0.6390 0.1 0.0 0.0 0.1028
H -4.3196 -1.2108 -1.5923 0.0 0.0 -0.1 0.1197
C 5.4839 -0.2948 -0.4424 1.5 -0.3 0.0 -0.5851
C 3.2426 0.6636 -0.7445 -0.4 0.7 0.1 -0.0125
C -3.7252 -0.1526 0.1802 -0.1 0.1 -0.4 -0.2096
C 1.3662 1.0450 2.1378 0.0 0.1 -0.3 0.0489
H -4.3268 1.3072 -1.2676 -0.1 0.1 0.0 0.1188
C -2.2320 1.6012 -1.0036 -0.2 0.2 0.2 -0.1461
C -0.3640 0.3976 0.3646 0.1 0.0 0.0 -0.0324
H -2.5801 -1.2018 -1.3170 0.0 0.0 -0.1 0.0922
C -3.5501 -1.2915 -0.8223 0.1 -0.1 0.4 -0.2240
H 2.8316 1.1349 -1.6382 0.1 -0.1 0.0 0.1624
O 1.1842 2.1589 -0.0124 0.7 -0.1 0.0 0.0628
H 4.2780 -0.6378 -2.0476 -0.1 0.2 0.2 0.1885
O -0.1478 3.6824 -0.9452 0.1 0.0 0.1 0.1791
H -3.3539 -3.4225 -0.9222 0.1 0.0 0.1 0.1043
S 6.9186 -1.1180 -1.0040 -0.6 0.5 0.5 1.1083
N 6.9128 0.4281 1.0210 1.3 0.5 1.1 -0.0230
C 2.1354 0.0021 0.0743 0.3 0.2 -0.4 -0.2546
H 8.7374 -0.4395 0.5407 0.3 0.0 0.0 0.0879
C -3.6315 -2.6753 -0.1751 -0.1 0.1 -0.2 -0.2686
H 3.6186 -1.2552 -0.5709 0.4 0.4 -0.4 0.1751
H 2.3315 1.5209 2.2921 0.1 0.0 0.1 0.1018
H -2.3050 2.5880 -1.4667 0.0 -0.1 0.0 0.1216
H -5.0428 -4.0361 0.7202 -0.1 -0.1 0.1 0.0716
C -0.0400 2.6506 -0.3682 -0.6 0.1 -0.2 -0.4087
H -2.9999 -0.2615 0.9887 0.0 0.0 0.2 0.1007
H -0.3804 -0.2684 -0.4996 -0.1 0.0 0.0 0.1315
C -5.0188 -3.0112 0.3583 0.2 0.0 0.0 -0.1078
C -1.1322 1.6846 0.0615 0.0 -0.1 -0.2 -0.1861
H 3.7256 1.4366 -0.1402 0.0 -0.1 -0.2 0.1450
H -1.5697 2.0999 0.9762 0.1 0.0 0.0 0.1712
H -4.7178 -0.2286 0.6246 0.0 0.0 0.1 0.1107
H -1.9391 0.8956 -1.7824 0.1 0.0 -0.1 0.1171
O 2.2312 -1.1944 0.2463 -0.3 0.0 0.2 0.1443
H 1.3610 0.0703 2.6170 0.0 -0.1 0.0 0.1053
C 1.0760 0.8979 0.6322 -0.5 -0.3 0.8 -0.4198
H -0.7470 -0.1478 1.2221 0.0 -0.1 0.0 0.1300
C -3.6092 1.2365 -0.4485 0.1 -0.2 0.0 -0.1898
H -5.2944 -2.3576 1.1814 -0.1 0.0 0.1 0.0653
C 7.6942 -0.3138 0.3305 0.0 -0.5 -0.7 -0.3997
H 0.5987 1.6710 2.5847 -0.1 0.1 0.0 0.1084
N 4.1882 -0.4355 -1.0479 -0.5 -0.8 0.0 0.0702
```
Positions in Å, forces in eV/Å.

The HOMO energy is -13.089 eV. As for the largest force on an atom: 0.0416 hartree/bohr. The energy above the lowest of the compared OMol25 structures with the same formula, charge and spin comes out at 32.4 kcal/mol. The orbital gap comes out at 9.595 eV. Its total charge is +1.